[1]
{"formula": "C16H40BBrN6O4", "method": "ωB97M-V with the def2-TZVPD basis set", "e_above_lowest_kj_mol": 18.37, "energy_ha": -3862.1098, "e_homo_ha": -0.3324, "smiles": "COCCCCCCCCCCCCBBr.NC(N)=O.NC(N)=O.NC(N)=O", "multiplicity": 1, "orbital_gap_ev": 9.67, "lumo_energy_ev": 0.625, "elements": ["C", "O", "C", "C", "C", "C", "C", "C", "C", "C", "C", "C", "C", "C", "B", "Br", "H", "H", "H", "H", "H", "H", "H", "H", "H", "H", "H", "H", "H", "H", "H", "H", "H", "H", "H", "H", "H", "H", "H", "H", "H", "H", "H", "H", "N", "C", "N", "O", "H", "H", "H", "H", "N", "C", "N", "O", "H", "H", "H", "H", "N", "C", "N", "O", "H", "H", "H", "H"], "positions_angstrom": [[2.2687, -2.5149, 1.7865], [2.9085, -2.9530, 0.6188], [3.3009, -1.8968, -0.2404], [4.5088, -1.0960, 0.2620], [4.3553, 0.4283, 0.3167], [3.7872, 1.0040, 1.6299], [2.3586, 1.5700, 1.6117], [1.3280, 0.8837, 0.7291], [0.0178, 1.6725, 0.6303], [-0.8586, 1.1375, -0.4976], [-2.2290, 1.8002, -0.5976], [-3.1961, 1.4522, 0.5317], [-3.7649, 0.0420, 0.4324], [-4.6826, -0.3193, 1.6263], [-6.0758, -0.9261, 1.3060], [-7.0774, -0.3895, -0.2639], [1.2322, -2.2190, 1.5910], [2.7820, -1.6661, 2.2487], [2.2621, -3.3390, 2.4961], [3.5677, -2.3991, -1.1695], [2.4492, -1.2452, -0.4605], [4.8153, -1.4659, 1.2428], [5.3443, -1.2897, -0.4075], [3.7928, 0.7848, -0.5472], [5.3633, 0.8254, 0.1955], [3.8944, 0.2499, 2.4118], [4.4384, 1.8268, 1.9281], [1.9764, 1.5365, 2.6367], [2.3923, 2.6283, 1.3445], [1.7004, 0.7528, -0.2875], [1.0902, -0.1071, 1.1261], [0.2761, 2.7056, 0.3836], [-0.5132, 1.6355, 1.5819], [-0.9645, 0.0551, -0.3758], [-0.3312, 1.3018, -1.4389], [-2.7017, 1.4606, -1.5257], [-2.1046, 2.8804, -0.6861], [-2.7187, 1.5755, 1.5071], [-4.0346, 2.1538, 0.5081], [-4.3072, -0.0392, -0.5098], [-2.9544, -0.6859, 0.3918], [-4.1797, -1.0495, 2.2637], [-4.8285, 0.5732, 2.2442], [-6.5813, -1.7319, 2.0082], [-9.5978, -4.3974, 3.9044], [-8.6895, -3.8271, 3.0529], [-8.9395, -4.0084, 1.7196], [-7.7284, -3.1959, 3.4524], [-10.3968, -4.9164, 3.5961], [-9.4397, -4.2783, 4.8867], [-8.3065, -3.5782, 1.0714], [-9.7285, -4.5149, 1.3679], [-0.6172, 5.0392, -3.1499], [0.2892, 4.0142, -3.1948], [0.4860, 3.4588, -4.4310], [0.8761, 3.6212, -2.2042], [-1.1151, 5.3753, -3.9513], [-0.7827, 5.4630, -2.2569], [1.1434, 2.7052, -4.4928], [0.0106, 3.7637, -5.2581], [9.1612, -0.8924, -2.7087], [7.8084, -0.6917, -2.6513], [7.1417, -0.8420, -3.8378], [7.2368, -0.4008, -1.6173], [9.6512, -1.1334, -3.5481], [9.6740, -0.7907, -1.8538], [6.1496, -0.7008, -3.8244], [7.5905, -1.0838, -4.6998]]}

=====

[2]
{"formula": "C16H40Cl4N3", "method": "ωB97M-V with the def2-TZVPD basis set", "e_above_lowest_kj_mol": 1729.40, "energy_ha": -2638.0194, "charge": -1, "e_homo_ha": -0.1030, "multiplicity": 1, "orbital_gap_ev": 5.40, "lumo_energy_ev": 2.597, "elements": ["N", "H", "H", "H", "H", "C", "C", "C", "N", "C", "C", "C", "C", "C", "H", "H", "H", "H", "H", "H", "H", "H", "H", "H", "H", "H", "H", "H", "H", "H", "H", "H", "C", "C", "C", "N", "C", "C", "C", "C", "C", "H", "H", "H", "H", "H", "H", "H", "H", "H", "H", "H", "H", "H", "H", "H", "H", "H", "H", "Cl", "Cl", "Cl", "Cl"], "positions_angstrom": [[8.7468, 17.0042, -16.0828], [9.3562, 16.2981, -15.6951], [7.8858, 16.5058, -16.2567], [9.1799, 17.1571, -16.9823], [8.6040, 17.8783, -15.5974], [9.8812, 17.2281, -11.0930], [9.1768, 16.5846, -12.1723], [7.6937, 16.4981, -11.8361], [6.7443, 17.3940, -12.7453], [7.0185, 18.8462, -12.4764], [5.2177, 17.1879, -12.3692], [4.3762, 17.2429, -13.6833], [5.3638, 17.3177, -14.8105], [6.7479, 16.8899, -14.2320], [9.6918, 18.2693, -10.8320], [10.9630, 17.1879, -11.2198], [9.8819, 16.5347, -10.2520], [9.6491, 15.6249, -12.3819], [9.3020, 17.2191, -13.0497], [7.5620, 16.8050, -10.7985], [7.4129, 15.4453, -11.8661], [8.0772, 18.9294, -12.7217], [6.8684, 19.0574, -11.4176], [6.3277, 19.3837, -13.1260], [4.9295, 17.9792, -11.6773], [4.9781, 16.2226, -11.9232], [3.6518, 18.0559, -13.6352], [3.8762, 16.2932, -13.8735], [5.6133, 18.3208, -15.1562], [5.2806, 16.6006, -15.6271], [7.6936, 17.1784, -14.6908], [6.7877, 15.8115, -14.0788], [10.2602, 14.7591, -16.8346], [9.5903, 14.7748, -18.1916], [8.1984, 15.3012, -18.2335], [7.4643, 15.2126, -19.6339], [8.2130, 15.9814, -20.7753], [7.2359, 13.7331, -20.0812], [5.8230, 13.8202, -20.9126], [5.0536, 15.0665, -20.4432], [6.0182, 15.7585, -19.4721], [9.9655, 13.8222, -16.3619], [10.0828, 15.6079, -16.1741], [11.3222, 14.5718, -16.9932], [9.5912, 13.8159, -18.7098], [10.2286, 15.4157, -18.7998], [8.1836, 16.3908, -18.2605], [7.6004, 14.7813, -17.4851], [8.3809, 16.9353, -20.2753], [7.5684, 15.9540, -21.6539], [9.1925, 15.5708, -21.0205], [8.0621, 13.3132, -20.6550], [7.0217, 13.0555, -19.2546], [6.0506, 14.1349, -21.9310], [5.3096, 12.8626, -20.9989], [4.9058, 15.6946, -21.3217], [4.0105, 15.0430, -20.1279], [6.0974, 16.8453, -19.4432], [5.6662, 15.5314, -18.4658], [6.6409, 16.1089, -16.6322], [9.7747, 15.5451, -14.6697], [8.0782, 19.0154, -15.1602], [9.5992, 17.5995, -18.3091]]}

=====

[3]
{"formula": "C16H40ClIInN6O6", "method": "ωB97M-V with the def2-TZVPD basis set", "energy_ha": -2361.7356, "charge": -1, "e_homo_ha": -0.1471, "multiplicity": 1, "orbital_gap_ev": 6.01, "lumo_energy_ev": 2.004, "elements": ["C", "C", "O", "C", "C", "O", "C", "In", "Cl", "C", "C", "C", "C", "O", "C", "C", "C", "C", "I", "H", "H", "H", "H", "H", "H", "H", "H", "H", "H", "H", "H", "H", "H", "H", "H", "H", "H", "H", "H", "H", "H", "H", "H", "H", "H", "H", "H", "C", "O", "N", "N", "H", "H", "H", "H", "C", "O", "N", "N", "H", "H", "H", "H", "C", "O", "N", "N", "H", "H", "H", "H"], "positions_angstrom": [[7.4437, 1.7238, 0.1410], [7.3552, 0.8000, -1.0911], [6.4364, -0.2415, -0.8293], [6.6790, -1.3729, -1.6773], [5.4431, -2.2443, -1.8945], [4.5370, -1.6849, -2.8153], [3.4939, -0.9381, -2.1404], [1.6164, -2.1426, -1.7000], [1.7582, -4.1301, -3.2105], [-0.1055, -0.8515, -2.2979], [-1.5403, -1.3738, -1.9905], [-2.1782, -0.5531, -0.8538], [-2.7616, 0.7910, -1.3678], [-4.1772, 0.8625, -1.1805], [-4.5099, 1.6131, -0.0160], [1.7671, -2.7413, 0.4502], [0.6245, -3.5710, 1.0764], [-0.1779, -4.4577, 0.1027], [-0.7086, -2.3258, 2.2774], [8.3900, 1.5683, 0.6663], [6.6215, 1.4977, 0.8239], [7.3591, 2.7785, -0.1268], [7.0135, 1.3941, -1.9487], [8.3499, 0.3938, -1.3131], [7.4605, -1.9988, -1.2147], [7.0068, -1.0054, -2.6560], [4.9489, -2.4792, -0.9436], [5.8118, -3.1719, -2.3526], [3.2343, -0.0403, -2.7153], [3.8775, -0.5740, -1.1779], [-0.0027, 0.1677, -1.9048], [-0.0219, -0.7470, -3.3891], [-1.5857, -2.4504, -1.8120], [-2.1580, -1.1936, -2.8846], [-2.9273, -1.0998, -0.2755], [-1.3815, -0.2934, -0.1462], [-2.2705, 1.6385, -0.8772], [-2.5451, 0.8643, -2.4394], [-3.8439, 1.3696, 0.8206], [-5.5385, 1.3707, 0.2557], [-4.4317, 2.6847, -0.2536], [1.9106, -1.8315, 1.0378], [2.6850, -3.3270, 0.5483], [1.0622, -4.2304, 1.8313], [-1.1581, -4.0167, -0.0866], [0.3742, -4.6655, -0.8152], [-0.3686, -5.4232, 0.5904], [5.4940, -1.8212, 2.5572], [4.7554, -2.3462, 1.7479], [5.3419, -1.9941, 3.9092], [6.5268, -1.0124, 2.1769], [5.9338, -1.5665, 4.5941], [4.5818, -2.5738, 4.2117], [6.6474, -0.8574, 1.1853], [7.1484, -0.5660, 2.8231], [-8.4467, 1.8494, 0.0783], [-7.6026, 1.4390, 0.8620], [-9.4968, 2.6258, 0.4782], [-8.3934, 1.5735, -1.2541], [-10.1887, 2.9882, -0.1488], [-9.5605, 2.8507, 1.4539], [-7.6248, 1.0118, -1.5768], [-9.0646, 1.9089, -1.9174], [-7.1685, 5.5028, 2.2244], [-7.8832, 6.0647, 1.4082], [-6.5696, 6.1808, 3.2527], [-6.9153, 4.1660, 2.1828], [-5.9763, 5.7456, 3.9323], [-6.7355, 7.1674, 3.3090], [-7.3307, 3.6358, 1.4379], [-6.3396, 3.6863, 2.8480]]}